[1]
DFT (ωB97M-V/def2-TZVPD) results for a 2-piece molecular cluster, C4H12NO2 overall in a non-equilibrium geometry.

Values from the calculation:
HOMO energy = -14.76 eV
HOMO-LUMO gap = 0.41795 hartree
Energy above the lowest of the compared OMol25 structures with the same formula, charge and spin = 128.8 kJ/mol
Energy = -364.5862 Eh
M = 106.1 g mol⁻¹
Charge = +1

Geometry as XYZ:
```
19
Properties=species:S:1:pos:R:3:forces:R:3:lowdin_charge:R:1
H -0.350174 -0.948017 -1.063983 0.372 0.604 -0.467 0.169
H 0.377639 2.701085 0.720327 0.200 0.013 -0.250 0.091
H -2.621689 1.601248 -1.903803 0.004 -0.509 0.325 0.083
C 0.646332 0.825407 -0.360873 -0.022 -0.361 -0.821 -0.156
C 0.145929 -1.353562 0.821634 0.625 1.214 0.067 -0.063
O 1.548301 -2.240392 -0.881005 -0.019 0.311 -0.069 0.103
H 1.602786 0.421811 -0.671095 0.289 -0.014 0.309 0.126
C 1.340175 -2.120970 0.292986 -0.289 -0.833 0.019 -0.205
H 0.294421 1.351731 -1.241002 -0.250 0.222 0.057 0.126
H -0.088016 1.325365 1.623276 -0.061 -0.140 -0.002 0.085
C 0.654605 1.665041 0.900063 -0.204 0.152 0.397 -0.048
H -0.677777 -1.994468 1.127589 -0.032 -0.093 -0.155 0.151
H -2.984762 0.098304 -1.821099 -0.162 0.172 -0.085 0.068
O -2.455174 0.783950 -1.398615 0.009 0.322 -0.285 -0.040
H 0.484405 -0.782125 1.679637 -0.151 -0.034 0.304 0.122
H -1.218150 -0.006458 -0.063368 0.008 0.067 -0.066 0.135
H 1.959622 -2.612865 1.056625 0.099 0.015 0.006 0.143
H 1.611754 1.644952 1.411160 0.110 0.026 -0.048 0.091
N -0.270226 -0.360036 -0.228452 -0.523 -1.134 0.765 0.018
```
Forces are in eV/Å.

[2]
DFT (ωB97M-V/def2-TZVPD) results for a 2-piece molecular cluster, C4H12NO2 overall.

Values from the calculation:
HOMO energy = -13.39 eV
HOMO-LUMO gap = 0.34400 hartree
Energy above the lowest of the compared OMol25 structures with the same formula, charge and spin = 136.3 kJ/mol
Energy = -364.5833 Eh
M = 106.1 g mol⁻¹
Charge = +1

Geometry as XYZ:
```
19
Properties=species:S:1:pos:R:3:forces:R:3:lowdin_charge:R:1
H -1.833495 1.685215 0.836214 -0.054 0.133 -0.003 0.086
O 2.079804 -0.107596 -3.925651 0.093 0.022 -0.171 0.111
C -0.797807 -0.115050 0.274402 0.215 0.061 0.447 -0.242
H -1.721360 -0.599146 -0.059589 0.166 -0.076 -0.082 0.125
H 0.044084 -0.437559 -0.347336 -0.237 0.022 -0.192 0.092
H 0.472499 -0.140216 2.039911 -0.034 0.081 0.129 0.138
H -1.274762 -0.273910 2.400409 0.042 0.052 0.056 0.138
N -0.345702 -2.058505 1.769760 -0.108 0.072 -0.286 0.193
H 0.480807 -2.360077 1.251644 0.034 -0.031 -0.042 0.172
H 1.703570 2.235572 -2.075248 0.237 -0.124 -0.341 0.107
O 2.040025 1.881795 -2.916265 -0.175 0.307 0.225 0.093
H -1.154464 -2.510599 1.325298 0.126 0.086 0.178 0.176
H -0.106520 1.938259 0.577941 0.059 -0.062 0.111 0.084
H -0.255245 -2.416409 2.720724 -0.051 0.052 0.086 0.173
H -1.168406 1.738387 -0.793242 -0.129 -0.053 -0.134 0.083
C 1.847891 0.558505 -2.973769 -0.139 -0.320 0.307 -0.412
C -0.481594 -0.538219 1.705241 -0.169 -0.341 -0.241 -0.144
H 1.454476 0.120028 -2.030893 0.021 0.176 -0.053 0.112
C -0.983807 1.399526 0.220455 0.104 -0.056 0.006 -0.084
```
Forces are in eV/Å.

[3]
DFT (ωB97M-V/def2-TZVPD) results for one molecule with the formula C4H12NO2P in a non-equilibrium geometry.

Values from the calculation:
HOMO energy = -8.54 eV
HOMO-LUMO gap = 0.35141 hartree
Energy above the lowest of the compared OMol25 structures with the same formula, charge and spin = 278.6 kJ/mol
Energy = -706.1335 Eh
SMILES = COP(OC)N(C)C
M = 137.1 g mol⁻¹
Charge = 0

Geometry as XYZ:
```
20
Properties=species:S:1:pos:R:3:forces:R:3:lowdin_charge:R:1
C -1.281697 1.852775 0.021906 -1.167 -1.620 -4.441 -0.130
H -2.603969 -0.192278 1.535264 -0.259 1.376 1.742 0.052
C 2.774387 0.550441 0.267521 -1.736 3.637 1.638 -0.196
H 3.387288 1.039202 -0.452091 0.784 -0.085 -0.707 0.069
O 0.317518 -1.684061 0.501677 0.873 -0.790 -2.085 -0.399
H -2.993718 -0.170248 -0.158398 -0.657 -0.451 0.124 0.086
P 0.285463 -0.176913 0.988934 0.845 3.330 -2.329 0.953
H -1.479383 2.066709 -1.122283 0.166 0.219 2.234 0.123
H -2.063813 2.290406 0.592854 -0.848 -0.224 0.770 0.061
O 1.442665 0.710307 -0.154866 -2.931 -1.765 1.075 -0.427
C 0.550238 -1.886622 -0.936969 -2.276 -2.822 -0.999 -0.120
H 0.573319 -1.020072 -1.549149 0.342 1.099 0.181 0.052
N -1.070852 0.383683 -0.001604 0.129 -0.852 3.193 -0.356
H -0.291624 -2.518176 -1.472250 1.045 1.112 1.698 0.119
H -0.387090 2.290322 0.245897 2.327 1.419 0.580 0.013
H -2.024238 -1.411641 0.641520 0.351 -1.265 -0.638 0.045
H 2.761733 1.247659 1.177813 1.207 -1.565 -0.495 0.100
C -2.225482 -0.377788 0.577602 -0.017 0.854 -2.661 -0.159
H 1.404826 -2.528343 -1.104913 0.530 0.234 0.458 0.072
H 2.924425 -0.465358 0.401543 1.291 -1.843 0.664 0.041
```
Forces are in eV/Å.

[4]
DFT (ωB97M-V/def2-TZVPD) results for a 2-piece molecular cluster, C4H12NO2S overall in a non-equilibrium geometry.

Values from the calculation:
HOMO energy = -3.55 eV
HOMO-LUMO gap = 0.24625 hartree
Energy above the lowest of the compared OMol25 structures with the same formula, charge and spin = 64.6 kJ/mol
Energy = -763.0406 Eh
M = 138.2 g mol⁻¹
Charge = -1

Geometry as XYZ:
```
20
Properties=species:S:1:pos:R:3:forces:R:3:lowdin_charge:R:1
H -0.999197 -0.623758 2.204503 -0.007 0.000 0.120 0.056
O 1.687076 0.646966 2.153901 0.151 -0.244 -0.685 -0.346
C -0.086316 0.045198 0.553533 1.447 0.938 0.538 -0.448
H 1.463138 1.608244 0.356989 -0.338 0.158 -0.148 0.092
H -1.908582 1.077366 0.864040 -0.028 0.019 -0.030 0.111
H -0.950582 1.628069 -0.518167 -0.091 0.024 0.121 0.112
H -3.005842 0.670093 -1.271621 0.002 -0.062 -0.208 0.053
C 0.876220 1.168197 1.190836 -0.311 -0.382 0.736 -0.433
O 3.556286 -0.140289 0.320089 -0.567 -0.272 0.172 -0.142
C -1.309434 0.735764 0.012911 0.248 -0.208 -0.623 -0.267
H 0.191860 1.955560 1.596664 0.085 0.107 -0.077 0.086
H 0.570312 -0.986228 2.056038 -0.217 0.075 0.102 0.053
C -2.223603 -0.020525 -0.950388 -0.398 -0.196 0.246 -0.575
H 0.614384 -0.336943 -0.204886 -0.618 -0.354 -0.249 0.094
S -1.418023 -0.663105 -2.451109 0.057 0.243 -0.049 0.657
H -2.733166 -0.864377 -0.481371 0.186 0.060 0.201 0.054
H 3.177480 -0.907772 -0.121062 0.178 0.003 -0.099 -0.002
N -0.325754 -0.995076 1.540039 -0.175 -0.200 -0.302 0.022
H 2.847206 0.050687 1.021081 0.414 0.383 0.293 -0.009
H -0.197674 -0.755706 -1.905485 -0.019 -0.093 -0.060 -0.168
```
Forces are in eV/Å.

Among the records above, which one has the highest HOMO energy? C4H12NO2S

Look up the charge of the second one. +1